Below is a cluster of 2 separate species, C3H7O3 in total, with properties calculated with wB97M-V/def2-TZVPD.

```
13
Properties=species:S:1:pos:R:3:forces:R:3:mulliken_charge:R:1
C 1.426637 -2.061050 0.436959 0.436 1.062 1.540 -0.465
O 0.070932 -2.428156 0.559331 -0.758 0.270 -0.074 -0.529
H -0.460058 -1.617717 0.707043 0.803 -0.164 -0.342 0.328
H 1.825810 -2.146465 -0.568626 0.002 -0.423 -0.187 0.210
H 1.610580 -1.022110 0.762007 -0.405 -0.386 -0.499 0.213
H 1.973182 -2.613970 1.203754 0.369 -0.697 -0.469 0.257
C -1.224533 0.872891 -1.357667 -0.385 -0.571 1.502 -0.657
C -0.372089 1.338528 -0.137054 0.373 1.422 -0.407 0.410
O 0.343096 0.480700 0.432631 -0.568 -0.227 -0.031 -0.635
O -0.423021 2.563101 0.126167 -0.165 -0.298 0.009 -0.747
H -1.692154 -0.051297 -0.957251 0.267 0.067 -0.893 0.176
H -0.570640 0.699633 -2.221720 -0.401 -0.077 0.173 0.175
H -2.043485 1.580364 -1.529011 0.434 0.022 -0.322 0.265
```
Positions in Å, forces in eV/Å.

largest force on an atom	1.92	eV Å⁻¹
Kohn-Sham gap	8.21	eV
energy relative to the best compared isomer or geometry (same formula, charge and spin)	104.7	kJ/mol
charge	-1